# 1
{
  "formula": "C4H5NO",
  "method": "the ωB97M-V functional and the def2-TZVPD basis",
  "spin_multiplicity": 1,
  "gap_ev": 10.612,
  "smiles": "O=C1CN2C[C@@H]12",
  "relative_energy_kj_mol": 449.4,
  "symbols": ["O", "C", "C", "N", "C", "C", "H", "H", "H", "H", "H"],
  "coordinates": [[-1.323, -1.129, -1.610], [-0.601, -0.620, -0.810], [0.670, 0.245, -0.905], [0.867, -0.027, 0.528], [-0.456, 0.636, 1.259], [-0.406, -0.733, 0.705], [1.464, -0.228, -1.488], [0.598, 1.311, -1.154], [-0.943, 1.356, 0.587], [0.646, 0.838, 1.606], [-0.516, -1.648, 1.283]],
  "mulliken_charge": [-0.53, 0.36, -0.33, -0.32, -0.68, 0.02, 0.25, 0.25, 0.21, 0.45, 0.31]
}

***

# 2
{
  "formula": "C5H9NS2",
  "method": "the ωB97M-V functional and the def2-TZVPD basis",
  "spin_multiplicity": 3,
  "gap_ev": [7.376, 6.105],
  "relative_energy_kj_mol": 110.9,
  "symbols": ["C", "C", "C", "C", "C", "N", "S", "S", "H", "H", "H", "H", "H", "H", "H", "H", "H"],
  "coordinates": [[-0.623, -0.766, 0.785], [-0.196, 0.595, 1.194], [0.592, -1.622, 0.224], [-0.875, 1.760, 0.519], [0.571, -1.541, -1.336], [1.220, 0.667, 1.049], [-2.139, -1.274, 0.822], [1.963, -0.844, 1.035], [-0.328, 0.510, 2.243], [0.401, -2.708, 0.605], [-0.821, 1.572, -0.497], [-0.363, 2.599, 0.881], [-1.922, 2.038, 0.633], [0.742, -0.590, -1.625], [-0.554, -1.787, -1.691], [1.223, -2.356, -1.875], [1.390, 1.210, 0.236]],
  "mulliken_charge": [-0.19, 0.14, 0.09, -1.47, -1.08, -0.43, -0.13, -0.09, 0.30, 0.37, 0.44, 0.39, 0.37, 0.40, 0.24, 0.28, 0.35]
}

***

# 3
{
  "formula": "C49H59BIIrN3O8P3S2",
  "method": "the ωB97M-V functional and the def2-TZVPD basis",
  "spin_multiplicity": 1,
  "gap_ev": 6.277,
  "relative_energy_kj_mol": 0.0,
  "symbols": ["Ir", "C", "P", "C", "N", "C", "C", "C", "C", "C", "C", "N", "C", "P", "C", "C", "C", "C", "C", "C", "C", "C", "C", "H", "H", "H", "H", "H", "H", "H", "H", "H", "H", "H", "H", "H", "H", "H", "H", "H", "H", "H", "H", "H", "H", "H", "H", "H", "H", "H", "H", "C", "C", "O", "P", "S", "S", "O", "C", "C", "H", "H", "H", "H", "H", "H", "H", "H", "H", "H", "I", "C", "C", "C", "C", "C", "C", "C", "O", "O", "H", "H", "H", "H", "C", "O", "C", "C", "C", "C", "C", "C", "N", "C", "C", "C", "C", "C", "C", "C", "O", "H", "H", "H", "H", "H", "H", "H", "H", "H", "H", "H", "H", "H", "O", "B", "O", "C", "C", "C", "C", "C", "C", "H", "H", "H", "H"],
  "coordinates": [[0.056, -0.100, 0.199], [-3.406, 0.495, 0.332], [-1.770, 1.298, 0.262], [-1.776, 2.102, 1.901], [-2.395, 3.229, 2.093], [-2.394, 3.736, 3.354], [-3.052, 4.961, 3.619], [-3.075, 5.453, 4.889], [-2.429, 4.759, 5.945], [-1.774, 3.588, 5.709], [-1.753, 3.048, 4.400], [-1.101, 1.877, 4.164], [-1.113, 1.411, 2.949], [-0.180, -0.133, 2.549], [1.233, 0.077, 3.672], [-1.111, -1.453, 3.527], [-0.447, -2.812, 3.310], [-2.543, -1.509, 3.012], [-1.117, -1.147, 5.027], [-2.113, 2.589, -1.037], [-3.446, 3.320, -0.846], [-2.145, 1.839, -2.364], [-0.956, 3.573, -1.059], [-4.102, 1.190, 0.803], [-3.375, -0.428, 0.894], [-3.741, 0.266, -0.677], [-3.517, 5.485, 2.795], [-3.585, 6.384, 5.097], [-2.450, 5.172, 6.945], [-1.256, 3.057, 6.496], [0.842, 0.540, 4.577], [1.986, 0.704, 3.235], [1.665, -0.900, 3.892], [-0.460, -3.101, 2.272], [-0.992, -3.565, 3.889], [0.595, -2.823, 3.633], [-2.555, -1.681, 1.940], [-3.089, -0.589, 3.238], [-3.072, -2.340, 3.488], [-0.153, -1.365, 5.487], [-1.865, -1.790, 5.499], [-1.377, -0.112, 5.244], [-4.296, 2.666, -1.048], [-3.483, 4.141, -1.567], [-3.549, 3.738, 0.157], [-3.007, 1.178, -2.409], [-1.240, 1.257, -2.529], [-2.237, 2.571, -3.172], [-0.857, 4.116, -0.117], [-1.121, 4.304, -1.856], [-0.031, 3.045, -1.274], [5.358, -3.030, 3.452], [4.900, -1.880, 2.587], [3.617, -2.225, 2.042], [3.029, -1.478, 0.733], [1.305, -2.413, 0.443], [3.289, 0.493, 1.150], [4.140, -1.750, -0.370], [4.276, -3.079, -0.926], [3.663, -3.122, -2.306], [6.358, -2.828, 3.839], [5.383, -3.955, 2.876], [4.682, -3.167, 4.296], [5.607, -1.686, 1.777], [4.795, -0.963, 3.170], [3.814, -3.810, -0.260], [5.348, -3.273, -0.962], [2.598, -2.896, -2.251], [3.799, -4.115, -2.741], [4.141, -2.386, -2.951], [7.532, 0.997, -4.940], [5.606, 0.781, -4.154], [5.276, 1.417, -2.966], [4.005, 1.247, -2.436], [3.063, 0.463, -3.094], [3.410, -0.157, -4.285], [4.682, -0.007, -4.822], [1.681, 0.348, -2.491], [0.714, 0.816, -3.073], [1.703, -0.207, -1.333], [6.001, 2.037, -2.456], [3.735, 1.728, -1.504], [2.683, -0.773, -4.790], [4.948, -0.495, -5.749], [-0.374, 0.872, -6.081], [-1.270, 0.037, -5.358], [-0.796, -1.169, -4.942], [0.382, -1.748, -5.383], [0.752, -2.999, -4.903], [-0.047, -3.670, -3.998], [-1.232, -3.096, -3.563], [-1.609, -1.850, -4.025], [-2.858, -1.241, -3.737], [-3.794, -1.595, -2.874], [-3.631, -2.319, -1.700], [-4.733, -3.101, -1.232], [-4.585, -3.977, -0.209], [-3.299, -4.109, 0.396], [-2.260, -3.301, 0.064], [-2.390, -2.276, -0.939], [-1.529, -1.390, -1.157], [-0.894, 1.814, -6.233], [-0.124, 0.435, -7.049], [0.532, 1.044, -5.496], [1.008, -1.238, -6.099], [1.675, -3.446, -5.246], [0.238, -4.646, -3.630], [-1.871, -3.648, -2.890], [-3.069, -0.480, -4.370], [-4.800, -1.292, -3.160], [-5.676, -3.037, -1.765], [-5.415, -4.584, 0.123], [-3.147, -4.874, 1.149], [-1.302, -3.400, 0.549], [1.216, 2.307, 1.829], [1.617, 1.477, 0.669], [1.929, 2.432, -0.381], [1.780, 3.677, 0.137], [2.029, 4.881, -0.472], [1.834, 6.040, 0.292], [1.413, 5.968, 1.610], [1.167, 4.731, 2.222], [1.353, 3.605, 1.457], [2.358, 4.927, -1.501], [2.030, 7.005, -0.155], [1.296, 6.877, 2.185], [0.853, 4.658, 3.256]],
  "mulliken_charge": [1.26, -1.30, 1.49, 0.28, 0.10, 0.04, -0.60, -0.58, -0.61, -0.53, -0.09, 0.01, -0.50, 1.34, -1.80, 2.47, -1.69, -1.07, -1.86, 2.45, -2.01, -1.91, -1.63, 0.63, 0.04, 0.24, 0.49, 0.42, 0.41, 0.45, 0.71, 0.29, 0.23, 0.13, 0.57, 0.22, -0.48, 0.23, 0.74, 0.35, 0.55, 0.22, 0.31, 0.56, 0.09, 0.40, -0.12, 0.68, 0.26, 0.77, -0.09, -1.37, -0.26, -0.36, 1.45, -0.61, -0.84, -0.23, -0.71, -0.20, 0.41, 0.31, 0.29, 0.38, 0.30, 0.44, 0.41, -0.24, 0.53, 0.08, 0.05, -0.22, -1.02, -0.11, -0.11, 0.00, -0.60, -0.69, -0.77, -0.68, 0.46, 0.57, 0.39, 0.42, -0.92, -0.51, 0.67, -0.29, -0.50, -0.94, -0.13, 0.07, 0.25, -1.10, 1.14, -0.88, -1.16, -0.15, -1.27, 0.40, -0.06, 0.30, 0.39, 0.25, 0.47, 0.37, 0.41, 0.43, 0.34, 0.38, 0.43, 0.38, 0.46, 0.35, -1.09, 2.96, -0.73, -0.61, -0.62, -0.92, -0.78, -1.04, 1.24, 0.54, 0.41, 0.45, 0.57]
}

***

# 4
{
  "formula": "C6H7F3N3",
  "method": "the ωB97M-V functional and the def2-TZVPD basis",
  "total_charge": 1,
  "spin_multiplicity": 1,
  "gap_ev": [8.931, 4.010],
  "relative_energy_kj_mol": 328.4,
  "symbols": ["C", "C", "C", "C", "C", "C", "N", "N", "N", "F", "F", "F", "H", "H", "H", "H", "H", "H", "H"],
  "coordinates": [[-0.418, -0.389, 2.262], [0.210, -0.342, 1.036], [-0.841, 0.009, 0.115], [-0.800, 0.518, -1.181], [1.696, -0.163, 0.856], [-4.021, -2.860, -0.058], [-1.987, 0.071, 0.901], [-1.709, -0.284, 2.058], [-1.901, 0.909, -1.842], [-4.888, -2.697, 0.849], [-4.035, -4.042, -0.627], [-3.750, -1.791, -0.787], [-0.054, -0.564, 3.289], [0.225, 0.677, -1.533], [2.046, -0.986, 0.270], [1.959, 0.675, 0.157], [2.070, -0.153, 1.912], [-1.882, 1.582, -2.622], [-2.734, 0.884, -1.285]],
  "mulliken_charge": [-0.56, 0.85, 0.37, -0.15, -1.19, 0.45, -0.02, -0.31, -0.30, -0.15, -0.15, -0.15, 0.41, 0.31, 0.38, 0.34, 0.32, 0.29, 0.27]
}

***

# 5
{
  "formula": "H3N2OP",
  "method": "the ωB97M-V functional and the def2-TZVPD basis",
  "spin_multiplicity": 1,
  "gap_ev": 8.791,
  "smiles": "N/N=P/O",
  "relative_energy_kj_mol": 64.6,
  "symbols": ["N", "N", "P", "O", "H", "H", "H"],
  "coordinates": [[1.509, 0.340, -0.102], [0.303, -0.243, 0.084], [-1.021, 0.585, 0.082], [-2.286, -0.510, 0.286], [2.274, -0.051, 0.405], [1.499, 1.214, -0.558], [-2.278, -1.334, -0.198]],
  "mulliken_charge": [-0.31, -0.15, 0.21, -0.49, 0.21, 0.21, 0.33]
}

***

# 6
{
  "formula": "C24H47FN2O10",
  "method": "the ωB97M-V functional and the def2-TZVPD basis",
  "spin_multiplicity": 1,
  "gap_ev": 8.642,
  "smiles": "C#CC[C@H]1[C@@](C[C@@H](C)F)(NCCC)NC(=O)[C@@]1(CCCC)OC(=O)c1ccccc1.O.O.O.O.O.O.O",
  "symbols": ["C", "C", "C", "C", "C", "C", "C", "C", "F", "N", "C", "C", "C", "N", "C", "O", "C", "C", "C", "C", "C", "O", "C", "O", "C", "C", "C", "C", "C", "C", "H", "H", "H", "H", "H", "H", "H", "H", "H", "H", "H", "H", "H", "H", "H", "H", "H", "H", "H", "H", "H", "H", "H", "H", "H", "H", "H", "H", "H", "H", "H", "H", "H", "O", "H", "H", "O", "H", "H", "O", "H", "H", "O", "H", "H", "O", "H", "H", "O", "H", "H", "O", "H", "H"],
  "coordinates": [[-3.885, -2.251, -1.777], [-3.398, -1.721, -0.661], [-2.821, -0.878, 0.612], [-1.566, -0.018, 0.072], [-1.605, 1.616, 0.156], [-1.730, 2.310, -1.302], [-1.182, 3.861, -1.325], [0.312, 4.001, -1.903], [-2.096, 4.630, -2.160], [-2.486, 2.054, 1.276], [-3.671, 2.854, 0.834], [-4.796, 1.993, 0.025], [-5.533, 2.915, -1.122], [-0.138, 1.893, 0.474], [0.755, 0.723, 0.157], [1.865, 0.676, -0.452], [-0.163, -0.493, 0.783], [0.298, -2.014, 0.533], [0.118, -2.541, -0.987], [0.005, -4.167, -0.916], [-1.042, -4.780, -2.012], [-0.281, -0.043, 2.180], [0.716, -0.641, 3.025], [0.281, -1.287, 4.054], [2.306, -0.560, 2.818], [3.040, 0.843, 2.573], [4.597, 0.936, 2.321], [5.458, -0.388, 2.298], [4.799, -1.811, 2.565], [3.242, -1.855, 2.812], [-4.624, -2.492, -2.635], [-2.450, -1.684, 1.358], [-3.654, -0.272, 1.116], [-1.622, -0.170, -1.085], [-0.978, 1.736, -1.988], [-2.756, 2.195, -1.806], [-1.301, 4.240, -0.227], [0.455, 3.404, -2.873], [0.472, 5.129, -2.136], [1.095, 3.729, -1.083], [-1.998, 2.624, 1.984], [-3.429, 3.818, 0.255], [-4.207, 3.203, 1.813], [-4.319, 1.114, -0.577], [-5.584, 1.556, 0.751], [-6.656, 3.061, -0.924], [-5.461, 2.391, -2.163], [-5.007, 3.939, -1.265], [0.048, 2.384, 1.360], [-0.325, -2.670, 1.273], [1.408, -2.225, 0.820], [1.120, -2.292, -1.533], [-0.763, -2.076, -1.560], [1.046, -4.660, -1.024], [-0.402, -4.489, 0.119], [-2.105, -4.676, -1.558], [-0.912, -4.205, -3.003], [-0.792, -5.911, -2.123], [2.382, 1.795, 2.588], [5.036, 1.986, 2.141], [6.592, -0.374, 2.084], [5.411, -2.790, 2.542], [2.682, -2.857, 3.008], [6.523, -2.844, 5.582], [6.053, -2.612, 4.769], [6.602, -2.004, 6.053], [3.001, 4.164, -3.861], [3.636, 3.848, -3.204], [2.998, 3.471, -4.534], [1.005, 1.712, 5.348], [0.700, 0.794, 5.356], [0.781, 2.024, 4.462], [-5.297, 0.254, -3.377], [-5.353, 0.262, -4.343], [-4.560, -0.345, -3.190], [-2.213, 1.052, -3.988], [-3.179, 1.074, -4.025], [-1.960, 1.983, -3.927], [8.519, -1.105, 1.581], [9.152, -1.422, 2.240], [8.520, -1.797, 0.906], [1.529, -6.086, -3.220], [1.474, -6.061, -4.184], [2.267, -6.684, -3.043]],
  "mulliken_charge": [-1.02, 0.18, -0.17, -1.45, 0.05, -0.85, 0.41, -1.11, -0.40, -0.04, -0.61, 0.47, -0.95, 0.35, -1.06, -0.64, 1.67, -0.57, -0.17, -0.37, -1.04, -0.48, 0.02, -0.61, 1.02, -0.07, -0.63, -0.37, -0.90, -0.28, 0.42, 0.47, 0.38, 0.41, 0.60, 0.14, 0.19, 0.27, 0.41, 0.12, 0.41, 0.28, 0.38, -0.53, 0.45, 0.31, 0.12, 0.24, 0.39, 0.45, 0.03, 0.29, 0.16, 0.29, 0.28, 0.29, 0.21, 0.33, 0.10, 0.31, 0.49, 0.65, 0.31, -0.67, 0.34, 0.32, -0.63, 0.31, 0.31, -0.63, 0.35, 0.32, -0.58, 0.30, 0.19, -0.62, 0.31, 0.39, -0.66, 0.31, 0.31, -0.56, 0.28, 0.29]
}

***

# 7
{
  "formula": "C3H6O2S",
  "method": "the ωB97M-V functional and the def2-TZVPD basis",
  "spin_multiplicity": 1,
  "gap_ev": 10.095,
  "smiles": "O=C(O)CCS",
  "relative_energy_kj_mol": 76.5,
  "symbols": ["O", "C", "O", "C", "C", "S", "H", "H", "H", "H", "H", "H"],
  "coordinates": [[0.309, 0.591, 2.176], [-0.635, 0.330, 1.481], [-2.003, 0.348, 1.882], [-0.460, -0.227, 0.170], [0.929, -0.068, -0.541], [0.846, -0.408, -2.385], [-2.058, 0.938, 2.657], [-1.008, 0.380, -0.589], [-0.664, -1.272, -0.008], [1.265, 0.923, -0.472], [1.725, -0.724, -0.091], [1.750, -1.432, -2.465]],
  "mulliken_charge": [-0.50, 0.47, -0.45, -0.34, -0.72, -0.22, 0.35, 0.24, 0.28, 0.38, 0.37, 0.14]
}

***

# 8
{
  "formula": "C4H6N2",
  "method": "the ωB97M-V functional and the def2-TZVPD basis",
  "spin_multiplicity": 1,
  "gap_ev": 10.714,
  "smiles": "N#C[C@H]1CCN1",
  "relative_energy_kj_mol": 174.0,
  "symbols": ["N", "C", "C", "C", "C", "N", "H", "H", "H", "H", "H", "H"],
  "coordinates": [[2.441, 0.656, -0.999], [1.767, 0.050, -0.279], [0.657, -0.325, 0.620], [-0.319, 0.863, 0.383], [-1.173, -0.141, -0.422], [-0.374, -1.247, 0.138], [1.020, -0.554, 1.628], [-0.790, 1.249, 1.286], [0.181, 1.650, -0.191], [-1.081, -0.019, -1.509], [-2.234, -0.195, -0.158], [-0.095, -1.987, -0.496]],
  "mulliken_charge": [-0.49, 0.21, 0.15, -0.69, -0.35, -0.49, 0.32, 0.24, 0.31, 0.25, 0.29, 0.25]
}